1.
203
Properties=species:S:1:pos:R:3 method="wB97M-V/def2-TZVPD" total_charge=+1 energy_ev=-151402.5195 orbital_gap_ha=0.19377 fmax_ev_per_a=3.2
Zn -1.364 3.695 2.591
F 1.845 0.881 2.960
F 2.986 1.918 1.477
F 2.250 -0.064 1.066
O 2.249 -0.390 -3.423
O -2.175 3.521 -3.168
O -3.207 -2.045 4.210
O 0.172 2.801 1.682
O 4.416 0.029 6.211
O -0.953 -4.389 -5.576
O 2.632 -4.357 2.737
O -0.307 0.655 0.997
O -2.191 -4.447 -1.208
O -2.150 5.013 0.970
O 1.726 5.573 -2.277
O 5.414 5.227 1.318
O -7.838 -1.061 2.406
N -5.644 -5.700 -0.955
N 1.270 -2.479 -5.221
N 2.205 -7.857 1.641
N -2.209 -2.649 -3.506
N -1.176 0.156 -4.438
N 0.945 9.014 -3.050
N 8.016 5.705 -1.239
N -0.290 0.150 4.855
N -2.636 2.425 1.566
N 7.275 -1.574 4.541
N -4.410 0.204 2.372
C 0.657 1.674 1.042
C -1.086 -0.800 4.050
C -4.579 -4.659 -1.134
C -0.163 -1.970 3.669
C 3.834 0.510 5.068
C 1.757 7.815 -2.806
C -8.817 -1.393 1.495
C -4.198 -2.613 5.072
C 2.690 -6.739 2.495
C -1.994 6.400 0.557
C -4.769 3.471 0.979
C -4.972 -3.325 -0.446
C 5.707 -0.469 6.013
C -0.451 -5.463 -6.352
C -3.134 -2.477 -5.769
C 2.108 -4.108 -3.630
C 5.509 -2.936 5.531
C -3.259 -5.177 -0.614
C -2.239 -1.300 4.931
C -6.841 -0.202 1.929
C 4.150 -7.045 2.884
C -3.175 1.380 -5.115
C -0.055 -0.250 -0.076
C 1.682 -2.668 -3.827
C 2.807 -1.700 -3.553
C 2.923 8.101 -1.898
C 7.420 5.302 0.078
C 5.839 -1.578 4.986
C 2.532 -5.425 1.792
C -5.696 -0.272 2.915
C -0.933 -4.702 -0.533
C 4.037 4.915 1.285
C 1.937 1.116 1.630
C -1.769 1.484 -4.556
C -1.224 -1.186 -0.278
C -3.415 3.023 0.466
C 2.907 -3.127 2.140
C -2.642 4.208 -0.091
C 1.357 4.630 -1.343
C 5.950 5.610 0.074
C -1.786 2.186 -3.198
C -2.205 -4.680 -4.976
C -2.932 -3.388 -4.593
C -6.024 0.565 4.145
C 0.881 6.677 -2.383
C -1.547 4.387 -4.131
C 3.217 0.617 -3.605
C 8.186 6.069 1.163
H 4.745 -7.176 1.982
H -1.411 -0.314 3.127
H -4.810 -3.279 4.476
H 4.549 -6.225 3.492
H -0.774 2.054 -2.758
H -2.231 -1.941 -6.052
H 0.862 -0.825 0.037
H 4.169 -7.910 3.543
H -1.056 -4.747 0.550
H 7.462 -0.621 4.215
H -2.166 -3.330 -2.719
H -1.015 -5.616 -7.275
H 2.665 -2.443 2.955
H 0.204 -0.403 5.558
H -6.516 -5.249 -1.209
H -1.166 2.108 -5.225
H -0.505 -5.629 -0.923
H -3.236 1.684 2.014
H 0.206 8.776 -3.711
H 5.421 5.150 -0.775
H -0.323 -3.828 -0.778
H -4.380 -2.535 -0.925
H 7.881 5.645 2.128
H -1.640 6.986 1.400
H 6.332 0.396 5.730
H -6.944 0.222 4.630
H -2.113 -0.610 -0.544
H -1.792 4.037 -5.132
H 0.401 -2.450 4.470
H 5.517 -3.702 4.754
H -5.352 4.059 0.267
H -1.782 -1.965 5.684
H -1.405 -1.686 0.675
H 5.235 -1.337 4.104
H -2.703 -0.451 5.460
H -7.245 0.778 1.666
H 0.897 -2.453 -3.079
H 7.602 4.222 0.190
H 3.665 -0.233 4.277
H -2.123 5.304 -4.009
H -5.440 2.628 1.173
H 6.173 -0.798 6.943
H 0.587 -1.643 2.939
H -6.233 1.612 3.890
H -0.743 -2.714 3.099
H -5.744 -5.987 0.017
H 2.564 8.228 -0.873
H 3.930 -2.936 1.788
H 0.959 -1.514 -5.368
H -4.573 -4.515 -2.216
H -3.676 -0.260 2.905
H 7.547 5.149 -1.978
H 3.479 -1.963 -2.722
H 7.952 7.132 1.186
H 0.422 -3.052 -5.429
H 2.949 -8.529 1.526
H 1.566 -5.347 1.258
H -1.845 -0.602 -4.396
H 8.953 5.322 -1.370
H -9.678 -1.860 1.976
H -0.493 4.517 -3.894
H 3.700 7.359 -2.034
H -1.811 3.855 -0.711
H -2.118 -5.369 -4.127
H -6.470 -0.739 1.034
H 1.451 -8.377 2.073
H 3.485 5.860 1.168
H 0.901 1.981 0.008
H 4.524 -2.981 6.013
H 2.148 -6.678 3.446
H -3.547 -2.978 -6.648
H 3.766 0.496 -4.542
H -1.007 -1.871 -1.090
H 2.279 -2.872 1.272
H -3.493 2.324 -0.374
H 0.434 6.965 -1.413
H 0.010 6.510 -3.028
H -4.709 3.982 1.943
H 5.789 6.695 -0.036
H -2.850 -5.152 -5.736
H -1.248 -2.597 -3.854
H -3.111 -6.238 -0.857
H 2.715 1.590 -3.666
H -6.039 -3.126 -0.491
H 3.470 -1.683 -4.433
H 3.792 4.162 0.531
H 0.473 0.550 4.331
H 2.091 3.827 -1.325
H -3.584 2.378 -5.277
H -5.224 0.607 4.890
H 0.354 4.200 -1.474
H 2.844 -4.423 -4.380
H 0.604 -5.270 -6.555
H 3.879 0.683 -2.729
H 7.307 -2.111 3.671
H -2.987 6.748 0.269
H 1.397 5.047 -0.325
H -4.294 -0.110 1.411
H 3.339 9.079 -2.152
H -0.418 -6.396 -5.765
H -3.246 -5.086 0.481
H -3.314 4.734 -0.769
H -4.774 -1.800 5.536
H -0.579 0.163 -3.615
H -3.892 -1.732 -5.507
H 4.350 1.361 4.598
H 2.823 0.862 5.287
H 9.263 5.956 1.063
H 3.260 -5.284 0.971
H -3.858 -3.757 -4.140
H -9.191 -0.483 1.009
H -5.564 -1.333 3.153
H 1.499 9.704 -3.549
H -3.712 -3.132 5.909
H -8.496 -2.133 0.750
H -1.873 1.823 1.198
H 3.795 4.522 2.274
H 1.296 -4.831 -3.709
H -1.289 6.493 -0.269
H 6.173 -3.242 6.343
H 2.178 7.543 -3.786
H -4.703 -3.364 0.616
H -3.812 0.851 -4.396
H -2.428 1.588 -2.534
H 0.028 0.334 -0.998
H -3.226 0.782 -6.023
H 2.635 -4.241 -2.677

***

2.
137
Properties=species:S:1:pos:R:3 method="wB97M-V/def2-TZVPD" e_above_lowest_kcal_mol=22.2 energy_ev=-253221.3327 orbital_gap_ha=0.21037 fmax_ev_per_a=0.5
I -1.112 -2.043 -0.151
In -0.057 1.001 -1.852
Se 1.757 -1.907 -3.576
Se 1.880 -5.974 2.544
P 2.744 -3.242 -2.303
P 3.377 -4.924 1.522
P -2.998 1.935 -1.931
N 1.924 -1.494 0.975
N 0.121 3.537 0.430
N -1.538 7.634 3.071
N -3.169 6.126 3.311
N 2.292 -2.571 1.632
N 2.069 -1.566 -0.324
C -1.995 6.368 2.799
C -2.513 8.253 3.825
C 2.713 -3.422 0.700
C 6.352 -6.973 -0.413
C 5.262 -4.507 -2.360
C 3.580 -6.926 -0.379
C 6.557 -2.884 4.129
C -3.525 7.293 3.962
C 0.936 -5.209 -1.609
C 1.428 -0.375 1.728
C 4.763 -4.466 3.888
C 2.039 -4.902 -2.404
C -4.779 8.850 5.244
C -4.495 6.114 -0.652
C -2.601 9.519 4.392
C -6.229 2.889 -1.601
C -1.312 0.194 -3.717
C 1.732 -6.956 -3.614
C -2.960 2.084 -3.733
C 0.088 -0.381 2.230
C 6.568 -2.178 -3.126
C 5.635 -7.857 -1.203
C 5.485 -3.157 1.998
C -1.003 -1.170 1.758
C 2.564 -2.782 -0.553
C -5.114 3.852 -1.296
C -4.680 7.595 4.682
C 0.520 4.802 0.485
C -5.645 -1.704 -0.938
C 2.421 -5.770 -3.423
C 2.057 1.443 3.181
C 2.373 0.497 2.187
C -0.938 3.197 1.158
C 0.247 -6.395 -1.807
C 6.440 -2.540 2.787
C -1.643 4.078 1.957
C 4.247 -7.835 -1.182
C -5.185 -0.882 0.079
C -4.620 -0.254 -2.546
C 6.639 -4.506 -2.532
C -3.754 3.529 -1.418
C -1.787 1.544 -5.759
C -2.474 2.535 -6.425
C 0.648 -7.270 -2.805
C -3.155 5.804 -0.808
C 5.687 -6.045 0.375
C -2.026 1.258 -4.400
C -5.453 5.145 -0.902
C -4.153 0.575 -1.529
C -3.662 3.072 -4.423
C -2.348 -0.495 3.655
C 4.649 -4.129 2.548
C -1.229 5.404 2.001
C -4.431 0.253 -0.192
C -1.386 0.390 4.039
C -2.162 -1.254 2.485
C -5.361 -1.389 -2.257
C -0.157 0.466 3.343
C 5.721 -3.842 4.677
C -2.799 4.520 -1.181
C 5.193 -2.176 -2.966
C 4.536 -3.339 -2.572
C -3.752 9.798 5.102
C -3.438 3.299 -5.768
C 7.292 -3.343 -2.910
C -0.118 5.770 1.247
C 0.835 1.386 3.775
C -3.940 1.090 0.959
C 4.295 -6.003 0.383
H -6.502 5.397 -0.806
H 3.250 -5.517 -4.071
H -6.324 2.119 -0.835
H -1.535 1.036 4.895
H -1.750 4.270 -1.293
H 2.036 -7.632 -4.401
H -2.966 0.736 1.301
H -7.175 3.426 -1.659
H -3.985 4.070 -6.292
H -2.268 2.714 -7.473
H 4.093 -5.206 4.305
H -0.668 -0.382 -4.374
H 0.243 6.790 1.217
H -4.797 7.107 -0.349
H 0.613 -4.527 -0.832
H 1.379 5.063 -0.124
H 7.434 -7.007 -0.402
H 7.075 -1.273 -3.433
H 0.107 -8.195 -2.962
H -1.813 10.253 4.286
H -5.662 9.115 5.808
H -4.398 -0.003 -3.576
H 2.803 2.155 3.505
H -6.066 2.374 -2.549
H -1.953 -0.471 -3.133
H -3.839 2.142 0.702
H -4.369 3.697 -3.891
H 0.592 2.044 4.600
H -1.052 0.948 -6.287
H 2.502 -6.946 -0.320
H 7.299 -2.396 4.746
H 4.615 -1.279 -3.156
H 7.197 -5.418 -2.372
H 8.365 -3.345 -3.044
H 5.390 -2.880 0.953
H -6.225 -2.586 -0.700
H -2.512 3.764 2.515
H -5.465 6.859 4.787
H 7.088 -1.787 2.358
H -3.868 10.772 5.560
H 3.681 -8.537 -1.778
H -1.249 2.161 1.079
H -0.603 -6.631 -1.182
H -3.274 -0.582 4.206
H 4.759 -5.420 -2.070
H -2.391 6.549 -0.627
H -2.976 -1.864 2.116
H -4.629 1.021 1.803
H -0.653 8.021 2.799
H 5.806 -4.102 5.723
H 6.262 -5.367 0.989
H 6.156 -8.579 -1.820
H 3.383 0.418 1.805
H -5.713 -2.022 -3.060
H -5.418 -1.123 1.110